(1)
23
Properties=species:S:1:pos:R:3 method="wB97M-V/def2-TZVPD" lumo_energy_ev="-4.5 / -4.5" orbital_gap_ev="7.8 / 8.0" molar_mass_g_mol=115.2 total_charge=+1
C -0.829 2.215 0.960
C 2.075 -0.262 0.511
C 1.018 0.767 -1.447
C -1.936 -0.802 -1.058
C 0.851 -0.286 -0.396
C -0.335 -0.065 0.491
N -0.675 0.955 1.275
N -0.695 -1.377 1.246
H -0.836 3.005 1.725
H -0.960 2.445 -0.166
H 1.940 0.590 1.020
H 3.048 -0.167 0.001
H 2.181 -1.045 1.243
H 1.135 1.701 -1.034
H 1.933 0.448 -1.878
H 0.217 0.792 -2.245
H -2.183 0.178 -1.440
H -2.803 -1.208 -0.632
H -1.352 -1.571 -1.624
H 0.635 -1.228 -0.986
H -1.714 -1.535 1.305
H -0.414 -1.343 2.258
H -0.301 -2.208 0.870

=====

(2)
23
Properties=species:S:1:pos:R:3 method="wB97M-V/def2-TZVPD" lumo_energy_ev=-3.4 orbital_gap_ev=9.1 molar_mass_g_mol=115.2 total_charge=+1 smiles="C=CCCNCC[NH3+]"
C -3.015 2.429 0.149
C -2.738 1.135 0.060
C -1.524 0.509 0.686
C -0.337 0.451 -0.288
N 0.236 -0.901 -0.324
C 1.428 -1.030 -1.148
C 2.651 -0.711 -0.291
N 2.463 -1.391 1.039
H -3.798 2.944 -0.391
H -2.405 3.048 0.803
H -3.222 0.561 -0.730
H -1.795 -0.529 0.904
H -1.289 0.923 1.667
H 0.470 1.095 0.064
H -0.634 0.788 -1.280
H -0.446 -1.612 -0.550
H 1.519 -2.039 -1.539
H 1.439 -0.335 -1.996
H 2.690 0.344 -0.035
H 3.594 -0.983 -0.760
H 2.845 -2.334 1.100
H 1.438 -1.375 1.212
H 2.932 -0.844 1.762

=====

Q: Which of them is the most stable? A: (2).

=====

(1)
8
Properties=species:S:1:pos:R:3 method="wB97M-V/def2-TZVPD" lumo_energy_ev=0.3 orbital_gap_ev=11.2 molar_mass_g_mol=93.1 total_charge=0
C 0.013 -0.569 -0.687
N 0.745 -0.482 0.584
O -1.353 1.237 0.740
O 0.877 2.001 -0.008
S -0.045 0.918 0.161
H 0.632 -0.849 -1.515
H -1.326 -1.097 -0.573
H 0.456 -1.159 1.299

=====

(2)
8
Properties=species:S:1:pos:R:3 method="wB97M-V/def2-TZVPD" lumo_energy_ev=-0.3 orbital_gap_ev=9.8 molar_mass_g_mol=93.1 total_charge=0
C -0.466 -0.222 0.109
N 0.110 1.123 -0.172
O 1.293 1.266 -0.327
O -0.694 1.986 -0.098
S 0.698 -1.128 1.149
H -1.572 -0.194 0.340
H -0.392 -0.876 -1.195
H 1.021 -1.955 0.193

=====

(3)
8
Properties=species:S:1:pos:R:3 method="wB97M-V/def2-TZVPD" lumo_energy_ev=-0.3 orbital_gap_ev=9.4 molar_mass_g_mol=93.1 total_charge=0 smiles="NSOC=O"
N -0.405 1.602 -0.290
S -0.431 0.331 -1.216
O -1.344 -0.542 0.206
C -2.357 -0.122 0.930
O -3.147 0.741 0.769
H 0.276 1.802 0.407
H -1.307 2.026 -0.293
H -2.395 -0.912 1.757

=====

(4)
8
Properties=species:S:1:pos:R:3 method="wB97M-V/def2-TZVPD" lumo_energy_ev=-1.1 orbital_gap_ev=8.9 molar_mass_g_mol=93.1 total_charge=0
C -0.949 0.273 -0.749
N 0.797 -0.822 0.896
O -1.999 -0.464 -0.263
O 1.572 0.974 -0.698
S 0.850 -0.299 -0.738
H -1.116 1.316 -0.846
H -0.040 -1.114 1.241
H 0.884 0.136 1.157

=====

Q: Which of them is the most stable? A: (3).

=====

(1)
8
Properties=species:S:1:pos:R:3 method="wB97M-V/def2-TZVPD" lumo_energy_ev=-0.5 orbital_gap_ev=10.0 molar_mass_g_mol=93.1 total_charge=0
C -0.701 -0.430 0.078
N 0.250 0.278 -0.375
O -0.035 3.647 0.118
O 2.278 3.458 -0.281
S 0.985 3.144 -0.783
H -1.403 -0.173 0.921
H -0.888 -1.518 -0.281
H 0.749 -0.112 -1.193

=====

(2)
8
Properties=species:S:1:pos:R:3 method="wB97M-V/def2-TZVPD" lumo_energy_ev=0.3 orbital_gap_ev=8.7 molar_mass_g_mol=93.1 total_charge=0
C 0.403 -0.735 0.025
N 1.069 0.420 -0.042
O 0.480 -1.884 0.106
O -2.920 -0.605 -0.038
S -1.648 0.416 -0.062
H 2.095 0.508 -0.217
H 0.497 1.244 -0.281
H -2.794 -1.202 -0.856

=====

Q: Which of them is the most stable? A: (1).

=====

(1)
9
Properties=species:S:1:pos:R:3 method="wB97M-V/def2-TZVPD" lumo_energy_ev=0.2 orbital_gap_ev=9.7 molar_mass_g_mol=185.0 total_charge=0 smiles="CNC(=O)I"
C 0.257 -0.091 -0.121
N -1.118 0.321 -0.365
C -2.389 -0.842 -0.093
O -2.199 -2.019 -0.007
I -4.184 0.222 -0.034
H 0.740 0.811 -0.188
H 0.291 -0.515 0.807
H 0.551 -0.714 -1.030
H -1.281 1.116 0.232

=====

(2)
9
Properties=species:S:1:pos:R:3 method="wB97M-V/def2-TZVPD" lumo_energy_ev="-1.1 / -2.0" orbital_gap_ev="7.8 / 6.6" molar_mass_g_mol=185.0 total_charge=0
C -0.322 -0.437 -0.582
C 0.428 0.930 1.106
N 0.474 -0.257 -1.518
O -0.484 -0.058 0.593
I -2.546 -2.640 -0.735
H -0.130 1.747 1.497
H 1.055 1.244 0.236
H 1.035 0.248 1.742
H 0.489 -0.776 -2.340

=====

(3)
9
Properties=species:S:1:pos:R:3 method="wB97M-V/def2-TZVPD" lumo_energy_ev="-2.1 / -2.1" orbital_gap_ev="6.8 / 6.8" molar_mass_g_mol=185.0 total_charge=0
C 0.738 0.003 0.917
C 0.756 -1.044 0.128
N -1.320 0.418 -1.382
O 0.719 1.320 0.727
I -0.611 2.173 -1.064
H 0.348 -0.205 1.961
H 0.598 -2.073 0.566
H 1.089 -0.940 -0.855
H -2.316 0.348 -0.998

=====

Q: Which of them is the most stable? A: (1).

=====

(1)
18
Properties=species:S:1:pos:R:3 method="wB97M-V/def2-TZVPD" lumo_energy_ev=0.7 orbital_gap_ev=9.3 molar_mass_g_mol=114.1 total_charge=0 smiles="C/C=C(/O)[C@@H](C)C=O"
C -1.376 1.544 -1.098
C -0.197 1.597 -0.178
C 0.587 0.553 0.132
O 1.692 0.668 0.924
C 0.156 -0.869 -0.097
C 1.283 -1.882 0.027
C -0.895 -0.966 1.037
O -2.083 -0.970 0.871
H -1.119 1.096 -2.058
H -1.749 2.547 -1.289
H -2.180 0.956 -0.659
H 0.140 2.584 0.112
H 1.842 1.597 1.138
H -0.364 -0.945 -1.054
H 2.030 -1.706 -0.745
H 0.890 -2.889 -0.086
H 1.771 -1.797 0.994
H -0.429 -1.116 2.028

=====

(2)
18
Properties=species:S:1:pos:R:3 method="wB97M-V/def2-TZVPD" lumo_energy_ev=-0.1 orbital_gap_ev=8.4 molar_mass_g_mol=114.1 total_charge=0
C 0.902 -0.273 -0.321
C -0.314 -0.721 -1.145
C -1.406 -0.680 -0.030
C -0.764 0.018 1.314
C 0.194 0.719 0.383
C 1.604 1.037 -0.019
H 2.255 -1.353 -0.092
H -0.179 -1.721 -1.419
H -0.807 -0.084 -1.843
H -2.600 -0.434 -0.406
H -1.314 -1.775 0.119
H -1.265 1.043 1.747
H -0.098 -0.729 2.046
H -1.268 1.942 0.423
H 2.676 1.239 0.487
H 1.493 1.716 -0.855
O 1.342 -1.325 0.277
O -0.450 1.380 -0.665

=====

Q: Which of them is the most stable? A: (1).

=====

(1)
18
Properties=species:S:1:pos:R:3 method="wB97M-V/def2-TZVPD" lumo_energy_ev=0.8 orbital_gap_ev=10.0 molar_mass_g_mol=114.1 total_charge=0 smiles="C/C=C/CCC(=O)O"
C -2.415 -0.295 -1.582
C -1.081 -0.141 -0.970
C -0.877 0.836 -0.090
C 0.395 0.989 0.743
C 0.952 -0.306 1.460
C 2.327 -0.481 0.923
O 3.420 -0.221 1.343
O 2.217 -1.015 -0.330
H -2.458 -0.689 -2.597
H -3.122 0.534 -1.435
H -2.977 -0.987 -0.935
H -0.316 -0.823 -1.306
H -1.558 1.639 0.163
H 1.209 1.348 0.107
H 0.158 1.734 1.496
H 0.946 -0.176 2.552
H 0.242 -1.126 1.417
H 2.939 -0.822 -0.960

=====

(2)
18
Properties=species:S:1:pos:R:3 method="wB97M-V/def2-TZVPD" lumo_energy_ev=0.8 orbital_gap_ev=10.4 molar_mass_g_mol=114.1 total_charge=0 smiles="CC(=O)O[C@H]1C[C@@H]1C"
C 3.185 -0.589 -0.010
C 1.801 0.036 -0.068
O 1.640 0.977 -0.874
O 0.874 -0.104 0.844
C -0.504 0.054 0.992
C -0.977 1.309 0.406
C -1.336 -0.022 -0.337
C -2.727 -0.702 -0.459
H 3.154 -1.652 0.210
H 3.929 0.050 0.864
H 3.627 -0.487 -1.131
H -0.938 -0.298 1.837
H -1.899 1.779 0.813
H -0.386 2.167 -0.225
H -0.388 0.071 -1.120
H -2.631 -1.572 -1.382
H -3.374 -0.045 -0.886
H -3.050 -0.972 0.526

=====

(3)
18
Properties=species:S:1:pos:R:3 method="wB97M-V/def2-TZVPD" lumo_energy_ev=0.9 orbital_gap_ev=10.0 molar_mass_g_mol=114.1 total_charge=0
C -1.852 0.133 1.710
C -0.980 -0.519 0.500
C 0.483 1.115 -0.087
C 1.468 0.254 -1.043
C 0.646 -0.331 -2.200
C 1.220 -0.094 0.418
H -2.314 -0.682 2.696
H -2.585 1.013 1.183
H -1.063 0.602 2.279
H -1.591 -1.184 -0.036
H 0.625 2.114 0.511
H 2.542 0.764 -0.964
H 0.638 0.512 -2.897
H -0.496 -0.405 -2.408
H 1.225 -1.245 -2.672
H 1.987 -0.286 1.324
O -0.921 0.676 -0.159
O 0.312 -1.245 0.808

=====

Q: Which of them is the most stable? A: (1).